1.
# C12H15CoF9N2O12

A molecular structure, C12H15CoF9N2O12 (ωB97M-V/def2-TZVPD, the OMol25 dataset).

The energy comes out at -102315.484 eV. The value obtained for the molar mass is 609.169 g/mol. The multiplicity is 5. Its energy above the lowest of the compared OMol25 structures with the same formula, charge and spin is 0.065 eV. As for the expectation value of S²: 6.009. The charge is -1. The calculation puts the HOMO energy (spin up / spin down) at -0.81 / -5.78 eV.

```
51
Properties=species:S:1:pos:R:3:forces:R:3:lowdin_charge:R:1
Co -0.133 0.870 0.007 1.5 -0.3 -1.3 0.84
F 4.724 -0.003 -2.675 0.8 -0.4 1.3 0.08
F -2.978 -4.090 0.437 -0.2 0.5 -0.7 0.16
F -4.003 0.101 2.738 -0.2 -1.5 1.4 0.21
F -3.414 -1.952 0.246 0.7 -0.9 -0.4 0.16
F -2.653 -3.048 -1.518 -0.6 -0.3 1.1 0.15
F 4.046 0.920 -0.773 0.8 0.3 0.4 0.13
F -4.623 1.132 1.037 -1.2 -0.1 -2.4 0.23
F -4.777 2.113 2.895 -0.9 0.6 1.1 0.21
F 4.241 -1.200 -0.850 2.3 -2.0 1.4 0.16
O -1.865 1.231 1.260 -0.7 -0.2 0.1 0.13
O 2.711 1.224 2.534 0.4 0.2 -0.2 0.07
O -0.610 -1.520 -0.044 -2.2 -3.5 0.4 0.09
O 1.485 0.068 -1.381 -3.5 1.0 2.3 -0.09
O 0.968 0.208 1.722 -0.5 -3.4 1.5 -0.09
O 2.339 -0.913 -3.335 0.7 -0.5 0.4 -0.10
O -1.604 1.020 -1.497 -2.8 -6.4 -0.1 -0.05
O -2.404 2.792 2.742 -1.0 1.3 0.6 0.08
O -0.513 2.638 -1.292 3.9 3.7 1.4 -0.03
O -2.126 2.725 -2.644 -2.2 1.4 -3.0 0.09
O -0.462 -3.647 0.766 -1.4 -0.6 -0.5 0.02
O 1.407 1.984 0.962 1.1 4.6 -2.2 -0.03
N -1.436 2.134 -1.906 1.0 0.9 2.2 -0.65
N 1.792 1.155 1.757 -1.5 -1.4 0.8 -0.58
C -1.184 3.514 2.694 2.3 0.0 0.4 -0.16
C -2.659 1.771 1.993 2.5 0.3 -0.5 -0.35
C -0.220 2.959 3.749 0.0 0.1 0.3 -0.05
C 2.010 -3.831 0.160 -1.5 0.3 1.2 -0.03
C 0.901 -3.550 1.268 1.5 1.8 -1.6 -0.14
C 3.937 -0.155 -1.552 -5.5 1.4 -4.0 -0.59
C -2.597 -2.950 -0.162 0.3 0.2 -0.4 -0.50
C 1.079 -0.881 -3.952 0.5 1.0 -0.4 -0.26
C -1.128 -2.647 0.154 4.1 3.5 1.4 -0.28
C 0.770 0.584 -4.381 -0.7 -0.7 0.6 -0.06
C -4.063 1.283 2.184 0.8 0.0 -0.1 -0.66
C 2.455 -0.294 -2.057 3.8 -0.1 -1.3 -0.43
H 2.963 -3.603 0.637 0.1 -0.3 0.0 0.07
H -1.339 4.580 2.860 -0.8 -0.2 0.2 0.13
H 1.139 -1.549 -4.811 0.3 0.1 -0.3 0.10
H 1.922 -3.123 -0.664 -0.2 0.0 0.0 0.07
H -0.046 1.890 3.629 0.1 0.0 -0.3 0.07
H 1.056 -4.126 2.180 -0.7 -0.5 -0.4 0.12
H -0.154 0.627 -4.959 -0.1 0.1 -0.1 0.06
H -0.669 3.486 1.734 -0.4 -0.6 -0.3 0.12
H 1.563 1.070 -4.950 0.2 -0.4 -0.1 0.07
H 0.330 -1.367 -3.328 -0.4 0.6 0.4 0.10
H 1.952 -4.857 -0.204 0.2 0.0 0.0 0.07
H 0.636 1.170 -3.472 0.0 0.0 0.0 0.05
H 1.052 -2.512 1.563 -0.1 0.2 0.0 0.10
H 0.732 3.489 3.714 0.1 -0.1 -0.4 0.09
H -0.546 3.080 4.782 -0.5 0.2 -0.1 0.07
```
Positions in Å, forces in eV/Å.

=====

2.
# C12H15F9O6

3 unconnected molecules or ions with the total composition C12H15F9O6 (ωB97M-V/def2-TZVPD, the OMol25 dataset).

The energy comes out at -49430.575 eV. The value obtained for the molar mass is 426.228 g/mol. The multiplicity is 1. Its energy above the lowest of the compared OMol25 structures with the same formula, charge and spin is 0.166 eV. Its SMILES is CCOC(=O)C(F)(F)F.CCOC(=O)C(F)(F)F.CCOC(=O)C(F)(F)F. The calculation puts the HOMO energy at -11.41 eV.

```
42
Properties=species:S:1:pos:R:3:forces:R:3:lowdin_charge:R:1
F 1.443 4.397 5.998 0.0 0.0 0.1 0.17
F 0.769 -1.667 -4.703 -0.1 0.0 -0.1 0.16
F -1.036 -1.323 -5.842 -0.1 0.0 0.0 0.18
F -1.282 -1.753 2.418 0.0 0.0 0.0 0.17
F 1.671 2.871 7.518 0.1 0.0 0.0 0.17
F -0.934 -0.512 0.676 0.1 0.1 0.1 0.15
F 0.849 -0.520 -6.546 -0.1 -0.1 0.1 0.17
F -2.788 -0.335 1.770 0.0 0.0 0.1 0.18
F 0.099 2.704 6.041 0.2 0.0 0.0 0.16
O -1.011 1.288 -5.012 0.0 -0.1 0.0 0.17
O 1.831 1.280 4.750 -0.6 0.4 0.0 0.04
O -1.914 -2.397 -0.688 0.1 0.2 0.1 0.03
O -3.461 -2.915 0.878 0.1 0.1 0.0 0.17
O 3.488 2.736 5.189 0.0 0.2 0.0 0.17
O 0.801 0.736 -3.787 0.4 -0.3 -0.1 0.04
C -0.118 0.551 -4.710 -0.4 0.3 -0.1 -0.40
C -2.297 -2.761 -3.015 0.5 0.8 0.1 -0.06
C 0.722 1.914 -2.966 -0.3 0.6 0.2 -0.19
C 0.109 -0.780 -5.454 0.5 0.1 -0.1 -0.55
C 2.539 0.652 3.677 1.2 -0.8 0.0 -0.21
C -2.446 -3.344 -1.635 -0.3 -0.5 -0.2 -0.19
C -2.525 -2.287 0.479 -0.1 -0.2 0.0 -0.39
C 1.634 0.426 2.504 -0.7 0.2 -0.2 -0.06
C 0.567 1.448 -1.541 -0.2 -0.5 0.3 -0.06
C -1.862 -1.195 1.349 -0.1 0.0 -0.1 -0.54
C 2.364 2.349 5.316 0.4 -0.2 0.0 -0.39
C 1.367 3.087 6.238 -0.4 0.0 -0.1 -0.55
H -2.765 -1.773 -3.062 -0.3 -0.2 0.0 0.09
H -3.488 -3.559 -1.402 0.0 0.2 0.1 0.12
H 1.337 0.717 -1.290 0.0 0.0 0.0 0.08
H 0.597 2.230 -0.783 0.1 0.3 -0.3 0.08
H 3.447 1.194 3.407 -0.3 0.4 0.1 0.12
H -0.402 0.956 -1.442 0.1 -0.1 0.1 0.07
H -1.250 -2.554 -3.250 0.0 -0.4 0.0 0.07
H -1.898 -4.281 -1.523 0.1 0.1 0.0 0.13
H 1.616 2.511 -3.136 0.2 -0.2 -0.1 0.13
H -2.727 -3.408 -3.774 0.0 -0.1 0.0 0.09
H 2.173 -0.070 1.699 0.1 -0.1 0.0 0.09
H 0.769 -0.178 2.771 0.1 -0.2 0.1 0.06
H 2.928 -0.294 4.071 -0.3 0.0 0.0 0.13
H 1.220 1.357 2.106 0.2 0.1 0.1 0.08
H -0.136 2.501 -3.293 0.0 0.0 0.0 0.12
```
Positions in Å, forces in eV/Å.